# 1
DFT (ωB97M-V/def2-TZVPD) results for C29H34IrNO2P2 as an isolated structure at a distorted geometry.

Structure (XYZ):
```
69
Properties=species:S:1:pos:R:3:forces:R:3
Ir -1.20614 0.15118 -1.07686 6.41 -1.29 4.37
C -0.55422 0.36618 -3.44720 1.31 -0.10 -2.31
O -1.36490 1.25757 -2.69520 -0.62 1.51 -3.24
C -2.74888 1.19954 -3.03732 -1.40 0.72 -0.23
C -3.40177 -0.12290 -2.63458 -0.46 -0.30 -1.59
O -3.02915 -0.54488 -1.32358 -3.18 -0.85 -0.27
C -3.54137 0.28482 -0.29084 -3.49 0.12 1.46
H -0.70673 0.51432 -4.52050 -0.14 -0.03 0.03
H -0.75879 -0.67266 -3.17472 0.06 -0.20 -0.42
H 0.49279 0.57810 -3.21318 -0.36 0.04 -0.17
H -2.88376 1.39290 -4.10762 0.01 -0.18 0.14
H -3.23251 2.02371 -2.50268 0.29 0.02 -0.05
H -3.07510 -0.91449 -3.31685 -0.06 -0.06 0.29
H -4.49294 -0.06217 -2.71807 0.18 0.13 0.06
H -4.62640 0.39304 -0.38199 -0.07 -0.19 -0.20
H -3.05987 1.26614 -0.30263 -1.88 -0.20 -0.11
H -3.31976 -0.19000 0.66899 -0.14 0.09 -0.30
C 0.64249 0.80710 2.09039 -0.18 0.46 0.61
N 0.48352 0.04904 0.82299 0.26 0.24 1.25
P -0.87278 -1.17287 0.95415 1.98 -0.64 -0.28
C -0.40336 -1.96761 2.54782 -0.05 0.11 1.07
C 0.84271 -2.57995 2.75698 0.11 -0.02 0.03
C 1.15976 -3.15355 3.99057 -0.17 0.20 -0.37
C 0.23578 -3.12330 5.03210 -0.19 0.11 -0.07
C -1.00586 -2.52127 4.84142 0.09 -0.03 -0.19
C -1.32429 -1.94786 3.60738 0.13 0.03 -0.03
C -0.42716 -2.54560 -0.17489 -0.41 -0.51 -0.36
C -1.34010 -3.61766 -0.25565 -0.16 -0.14 -0.13
C -1.09725 -4.72848 -1.06946 -0.08 0.44 0.31
C 0.06408 -4.78876 -1.83034 0.10 0.10 -0.03
C 0.97961 -3.74342 -1.76823 -0.14 0.22 0.22
C 0.73587 -2.63868 -0.94303 0.26 -0.19 -0.40
P 1.07236 0.93414 -0.64944 -0.79 -0.85 0.75
C 2.79881 1.24248 -0.10132 0.78 -0.03 0.10
C 3.72474 0.18801 -0.20896 0.08 -0.03 -0.04
C 5.05201 0.33590 0.20504 -0.47 -0.03 -0.06
C 5.48480 1.54680 0.73242 -0.10 0.08 -0.01
C 4.58989 2.60620 0.84680 -0.30 -0.21 -0.15
C 3.26080 2.45395 0.43502 -0.01 0.22 0.14
C 0.20609 2.53180 -0.63498 0.94 0.85 0.05
C 0.72175 3.58977 -1.40930 -0.02 0.08 0.16
C 0.08352 4.83200 -1.47077 0.12 -0.40 -0.10
C -1.10452 5.03508 -0.77779 -0.19 -0.19 0.06
C -1.65771 3.99267 -0.04072 -0.24 0.03 -0.24
C -1.01508 2.75049 0.01775 0.60 2.59 0.25
H 1.26711 0.24626 2.79382 -0.18 -0.17 -0.16
H -0.32098 1.02172 2.57025 0.12 -0.30 -0.01
H 1.12457 1.78290 1.98309 -0.01 -0.23 -0.49
H 1.58540 -2.60173 1.96275 -0.11 -0.02 0.03
H 2.13089 -3.61917 4.13590 -0.16 0.08 -0.06
H 0.48453 -3.56723 5.99242 -0.05 0.08 -0.16
H -1.72728 -2.49514 5.65387 0.10 0.00 -0.17
H -2.29834 -1.47959 3.48358 0.12 -0.04 -0.03
H -2.25631 -3.60457 0.33289 0.14 0.05 -0.04
H -1.81506 -5.54350 -1.10253 0.10 0.16 0.05
H 0.25733 -5.64844 -2.46576 -0.02 0.13 0.10
H 1.89166 -3.78485 -2.35818 -0.12 0.03 0.15
H 1.48656 -1.86327 -0.90706 0.02 0.12 0.07
H 3.42181 -0.77398 -0.61264 -0.02 0.10 -0.03
H 5.74240 -0.49916 0.11746 -0.16 0.13 -0.02
H 6.51470 1.66336 1.05858 -0.17 -0.01 -0.07
H 4.92054 3.55308 1.26558 -0.12 -0.15 -0.09
H 2.59147 3.29944 0.56908 0.02 -0.12 -0.10
H 1.63965 3.45615 -1.98088 -0.08 -0.04 0.25
H 0.51220 5.63286 -2.06702 -0.05 -0.17 0.09
H -1.60662 5.99748 -0.82605 0.08 -0.16 0.08
H -2.59926 4.13806 0.48283 0.17 -0.01 -0.01
H -1.49792 1.95350 0.57527 1.29 1.62 3.16
H -1.83004 1.44901 -0.12839 0.71 -2.81 -2.53
```
Positions in Å, forces in eV/Å.

Calculated values
2S+1   5
Charge   +2
E_HOMO (alpha / beta)   -0.4229 / -0.5201 Eh
LUMO energy (alpha / beta)   -5.94 / -8.26 eV

Mulliken population analysis, charges in e, atoms 1 to 5:
1. Ir 3.0728
2. C -0.9029
3. O -0.6323
4. C -0.5664
5. C -0.4079


# 2
DFT (ωB97M-V/def2-TZVPD) results for one molecule with the formula C29H34N6O4 at a distorted geometry.

Structure (XYZ):
```
73
Properties=species:S:1:pos:R:3:forces:R:3
C -1.15442 -5.33022 0.17186 -0.23 0.28 0.20
C -2.25169 -4.87392 1.12218 -0.04 -0.46 -0.27
O -2.15655 -3.47108 1.39231 0.18 0.18 0.28
C -2.68121 -2.64357 0.49434 -0.04 0.38 0.02
O -3.23704 -2.97899 -0.51626 -0.03 -0.10 -0.11
C -2.46434 -1.19808 0.92575 0.17 -0.47 0.38
N -3.06276 -0.28579 -0.00300 0.01 0.23 -0.22
C -2.66648 0.00234 -1.26292 -0.06 -0.01 0.20
C -1.43902 -0.57346 -1.87474 0.14 -0.12 -0.06
N -0.30534 -0.44072 -0.97388 0.05 0.04 -0.25
C 0.10866 0.94394 -0.82510 0.07 0.11 0.32
C 1.21426 1.03676 0.21917 -0.23 0.26 -0.18
N 2.35162 0.24917 -0.21802 0.11 0.01 0.15
C 3.50256 0.39893 0.66399 0.07 0.03 0.00
C 3.94587 1.84251 0.76300 -0.13 0.18 0.19
C 4.38767 2.35625 1.97402 -0.08 -0.08 -0.07
C 4.84614 3.65931 2.06025 0.07 0.09 0.05
C 4.86502 4.46440 0.93511 0.05 0.09 0.06
C 4.42394 3.95906 -0.27670 0.01 0.02 -0.08
C 3.97226 2.65540 -0.36370 0.00 0.00 0.04
C 4.70101 -0.36547 0.14460 0.03 -0.28 0.05
C 5.57580 -0.97794 1.03096 -0.11 0.03 -0.04
C 6.70590 -1.62863 0.56752 0.11 -0.04 0.02
C 6.97241 -1.67588 -0.78952 0.10 -0.06 0.00
C 6.10276 -1.06879 -1.68019 0.02 0.02 -0.07
C 4.97708 -0.41382 -1.21633 0.00 -0.02 0.04
C 1.93305 -1.13473 -0.33785 -0.06 -0.23 -0.32
C 0.83072 -1.24360 -1.38547 0.13 -0.18 0.23
N -3.48052 0.84620 -1.87184 -0.16 0.29 -0.40
C -4.45959 1.10018 -0.97624 0.54 -0.89 1.06
C -4.23221 0.41010 0.20368 -0.33 0.49 -0.64
C -5.09066 0.51375 1.33938 0.28 -0.07 -0.16
O -4.94195 -0.03292 2.41941 0.04 -0.10 0.09
N -6.17042 1.35842 1.07425 -0.14 -0.01 0.19
C -7.14429 1.55580 2.13521 -0.19 0.02 0.24
C -6.43586 2.05579 -0.09815 0.10 0.05 -0.23
O -7.41545 2.76312 -0.19396 -0.27 0.16 0.06
N -5.53809 1.91158 -1.13487 -0.10 0.06 0.00
C -5.74726 2.61054 -2.38342 -0.10 0.17 -0.23
H -1.28562 -4.86261 -0.80091 0.01 -0.01 -0.09
H -0.17769 -5.06088 0.56680 0.11 -0.03 0.03
H -1.20361 -6.40837 0.05113 0.02 -0.13 -0.03
H -2.15525 -5.35409 2.09744 -0.06 0.08 -0.11
H -3.23699 -5.08677 0.69590 0.12 0.02 0.15
H -2.92337 -1.04652 1.90737 0.09 -0.03 -0.16
H -1.38570 -1.01711 0.97418 -0.24 -0.07 0.07
H -1.27614 -0.07807 -2.84481 -0.05 -0.05 0.07
H -1.61242 -1.63886 -2.05682 0.03 0.05 -0.05
H -0.75226 1.53714 -0.50860 0.03 0.05 -0.01
H 0.48038 1.35259 -1.77977 -0.04 0.02 0.01
H 1.51885 2.07798 0.33550 -0.08 -0.07 0.02
H 0.82809 0.67685 1.19137 0.03 0.05 -0.04
H 3.26231 0.03279 1.68237 0.07 0.06 -0.12
H 4.37254 1.73400 2.85784 -0.02 -0.08 0.08
H 5.18696 4.04647 3.00933 0.02 0.04 0.07
H 5.22079 5.48186 1.00200 0.02 0.08 0.01
H 4.43457 4.58374 -1.15802 0.00 0.05 -0.07
H 3.62299 2.26148 -1.30503 -0.05 -0.05 -0.13
H 5.37263 -0.94606 2.09218 -0.05 0.01 0.11
H 7.37865 -2.10082 1.26844 0.05 -0.04 0.05
H 7.85363 -2.18423 -1.15195 0.07 -0.04 -0.03
H 6.30492 -1.10388 -2.74087 0.01 0.00 -0.08
H 4.29481 0.05455 -1.90806 -0.09 0.06 -0.10
H 2.78589 -1.74428 -0.64163 -0.09 -0.01 0.04
H 1.55332 -1.52234 0.62631 0.05 0.01 -0.05
H 0.51144 -2.28518 -1.47314 0.02 0.01 -0.03
H 1.22756 -0.91365 -2.36012 -0.01 -0.04 -0.01
H -8.13043 1.24255 1.79409 0.03 0.04 0.04
H -7.18855 2.61048 2.40554 -0.03 -0.06 0.00
H -6.82702 0.95783 2.98624 -0.05 0.08 -0.09
H -6.69286 3.14395 -2.31194 0.12 -0.06 -0.03
H -4.93031 3.31136 -2.55538 -0.03 0.01 -0.05
H -5.77373 1.89213 -3.20185 -0.01 0.05 -0.02
```
Positions in Å, forces in eV/Å.

Calculated values
Charge   0
E_HOMO   -0.3030 Eh
LUMO energy   0.62 eV

Mulliken population analysis, charges in e, atoms 1 to 5:
1. C -1.0572
2. C -0.2515
3. O -0.3653
4. C 0.8144
5. O -0.6013


# 3
DFT (ωB97M-V/def2-TZVPD) results for C29H34O6PSn as an isolated structure at a distorted geometry.

Structure (XYZ):
```
71
Properties=species:S:1:pos:R:3:forces:R:3
Sn 9.36156 13.43120 7.95468 0.12 0.06 1.08
C 9.30047 16.26888 6.16248 -0.93 -0.07 0.01
C 9.34419 15.15022 5.15002 -0.03 -0.68 -0.84
O 8.66357 13.98133 5.72252 0.53 0.57 -1.25
C 7.33458 13.65689 5.28774 0.33 0.31 -0.59
C 6.35124 14.16186 6.30628 -0.40 -0.36 0.79
O 6.80235 13.61358 7.59208 -1.82 0.61 -0.81
C 5.87755 13.43902 8.71001 -0.28 -0.48 -1.32
C 6.17528 14.34857 9.87343 0.00 0.71 0.13
O 7.53694 14.26140 10.30640 -0.84 0.41 -0.52
C 8.06327 15.49290 10.78936 -0.61 0.41 -1.40
C 9.49792 15.17455 11.08777 0.37 0.66 1.89
O 10.31181 14.99183 9.97664 1.34 -0.18 -1.09
C 11.07964 16.11247 9.45241 -1.23 -0.27 1.40
C 10.21780 16.76512 8.39895 0.82 0.18 -1.07
O 10.08970 15.83878 7.28075 -0.40 1.07 0.46
H 8.23533 16.48914 6.38315 0.46 -0.21 0.61
H 9.67161 17.18274 5.74283 0.66 0.54 -0.28
H 10.43087 14.85244 5.07304 -1.27 0.12 -0.45
H 8.81764 15.38451 4.14286 1.17 -0.11 1.69
H 7.33190 12.57500 5.25141 -0.25 -0.28 -0.04
H 7.10462 14.03545 4.24720 0.37 -0.18 1.11
H 5.34727 13.78563 6.02761 0.31 0.29 0.33
H 6.37191 15.26637 6.31117 -0.25 -0.39 0.22
H 6.02272 12.39561 9.01783 0.01 0.18 0.03
H 4.79228 13.51575 8.38123 1.26 0.18 0.37
H 5.53040 13.97645 10.68073 -0.08 0.42 0.05
H 5.94302 15.41714 9.63788 -0.03 -0.76 0.13
H 7.48868 15.84010 11.64997 0.24 -0.13 0.37
H 7.96382 16.36966 10.02515 0.13 -1.62 0.97
H 9.58720 14.23394 11.66194 -0.40 0.39 -0.13
H 9.88364 15.98123 11.74614 0.11 -0.28 -0.32
H 12.07232 15.68962 9.16244 -0.90 0.63 -0.14
H 11.17237 16.87565 10.27157 0.34 -0.67 -0.59
H 10.71787 17.70431 8.12714 0.02 -0.18 -0.61
H 9.24734 17.08198 8.79958 0.12 -0.45 -0.10
O 11.80315 13.47058 6.11056 0.53 0.30 -0.90
C 11.46240 13.02058 7.18058 -2.07 0.25 -0.20
C 12.37157 12.31947 8.03569 2.77 -1.15 1.13
C 13.72730 12.68387 7.89241 0.97 -1.08 0.74
C 14.70751 12.09092 8.74070 0.23 0.98 -1.15
C 14.33134 11.11763 9.65223 0.06 -0.39 0.83
C 13.00648 10.78736 9.84955 -1.35 -0.10 -1.58
C 12.00596 11.34710 9.00267 1.57 0.83 0.59
P 10.27708 11.15656 9.35503 -0.15 0.80 0.03
C 9.62308 9.71550 8.49389 0.59 -0.59 0.20
C 8.98188 8.66752 9.15484 -0.49 -0.14 -1.65
C 8.19063 7.81375 8.36057 -0.12 -1.12 0.18
C 8.18014 7.89703 6.93737 0.46 0.02 0.88
C 9.04375 8.81271 6.31266 -0.65 -0.84 1.24
C 9.74161 9.71288 7.09695 -0.36 0.34 0.03
C 10.16697 10.98208 11.15146 -0.77 -0.27 0.03
C 11.16196 11.28705 12.08359 0.07 -0.13 0.43
C 11.06115 10.78126 13.37931 -0.80 -0.64 0.59
C 9.91013 10.08054 13.78346 0.33 0.71 -1.89
C 8.81857 10.00611 12.90852 0.63 0.12 0.25
C 8.94651 10.45671 11.61286 0.29 -0.02 -0.35
H 14.01122 13.34674 7.06113 -0.18 -0.17 0.67
H 15.78734 12.39438 8.66914 -1.27 -0.39 -0.06
H 15.03226 10.57044 10.28345 0.23 0.47 -0.26
H 12.68116 10.04913 10.58610 0.44 0.19 -0.29
H 9.14605 8.53713 10.21499 -0.46 -0.16 -0.08
H 7.65153 6.98299 8.90273 0.50 1.00 -0.92
H 7.60784 7.20557 6.29973 0.21 0.32 0.66
H 9.17411 8.74818 5.25669 0.08 0.26 -0.59
H 10.37171 10.43250 6.59490 0.14 0.26 0.05
H 12.03484 11.86880 11.82149 0.04 -0.19 -0.16
H 11.86315 10.79582 14.12661 -0.08 0.47 -0.63
H 9.95966 9.53151 14.67697 -0.34 -0.35 1.24
H 7.89011 9.53677 13.14782 -0.35 -0.30 0.53
H 8.12337 10.27405 10.91361 0.31 0.28 0.32
```
Positions in Å, forces in eV/Å.

Calculated values
Charge   +1
E_HOMO   -0.3356 Eh
LUMO energy   -2.44 eV

Mulliken population analysis, charges in e, atoms 1 to 5:
1. Sn 1.4037
2. C -0.6084
3. C -0.4393
4. O -0.4508
5. C -0.6057


Listing relative energy (zero: lowest compared OMol25 entry of this formula, charge and spin) for the structures above in their given order: 0.00, 0.00, 83.70 kJ/mol.